Entry 1:
{
  "formula": "H2N4O3",
  "method": "ωB97M-V with the def2-TZVPD basis set",
  "species": ["O", "O", "O", "N", "N", "N", "N", "H", "H"],
  "positions_angstrom": [[-1.5184, -0.5425, -1.5647], [-0.8202, 1.4413, -1.1294], [0.8609, -2.1360, 0.8182], [0.8099, 0.5924, 0.6987], [-0.1165, -0.2424, 0.1188], [-0.0433, -1.7058, 0.1900], [-0.9337, 0.2406, -0.9253], [0.9872, 1.3773, 0.0520], [0.7741, 0.9751, 1.7416]],
  "forces_ev_per_angstrom": [[-1.57, -1.62, -1.07], [-0.33, -0.29, 0.25], [-0.74, 1.13, -0.25], [1.06, 1.51, 1.09], [0.36, -0.67, 2.02], [0.44, 0.09, -0.27], [1.87, 2.08, 0.65], [-0.03, -0.69, 0.58], [-1.06, -1.55, -2.99]],
  "gap_ev": 9.4,
  "homo_ha": -0.3723,
  "e_lumo_ha": -0.0259,
  "multiplicity": 1,
  "relative_energy_ev": 2.121,
  "smiles": "NN(N=O)[N+](=O)[O-]",
  "total_energy_ha": -445.6923,
  "max_force_ha_per_bohr": 0.06865,
  "total_charge": 0
}

***

Entry 2:
{
  "formula": "H2NO2S",
  "method": "ωB97M-V with the def2-TZVPD basis set",
  "species": ["S", "O", "O", "N", "H", "H"],
  "positions_angstrom": [[-1.8961, -0.6279, 0.8725], [-2.5595, 0.6349, 1.2458], [-1.2187, -1.1480, 2.0875], [-0.4122, 0.0824, -0.4721], [0.2472, -0.6612, -0.0414], [-0.2611, 0.8952, 0.1585]],
  "forces_ev_per_angstrom": [[0.13, 0.52, 0.07], [-0.13, 0.25, -0.63], [0.56, -0.23, -0.85], [0.00, -1.78, 2.97], [-0.77, 1.59, -1.04], [0.21, -0.34, -0.51]],
  "gap_ev": 7.7,
  "homo_ha": -0.1258,
  "e_lumo_ha": 0.1574,
  "multiplicity": 1,
  "relative_energy_ev": 0.243,
  "total_energy_ha": -604.6445,
  "max_force_ha_per_bohr": 0.06731,
  "total_charge": -1
}

***

Entry 3:
{
  "formula": "H2NO2S",
  "method": "ωB97M-V with the def2-TZVPD basis set",
  "species": ["S", "O", "O", "N", "H", "H"],
  "positions_angstrom": [[1.1939, 0.0809, -0.0907], [1.5915, -1.0853, -0.8697], [2.2818, 0.9347, 0.3691], [-0.4485, 1.1734, -0.8281], [-0.7682, 0.5768, -1.6309], [0.8124, -0.5848, 1.3359]],
  "forces_ev_per_angstrom": [[-2.83, 0.39, 1.20], [-0.26, 0.14, -0.29], [-0.41, 0.31, -0.42], [2.75, -1.91, 1.18], [0.71, -0.10, 0.74], [0.05, 1.17, -2.41]],
  "gap_ev": 7.7,
  "homo_ha": -0.1307,
  "e_lumo_ha": 0.1526,
  "multiplicity": 1,
  "relative_energy_ev": 3.113,
  "smiles": "N=[S@H](=O)[O-]",
  "total_energy_ha": -604.5390,
  "max_force_ha_per_bohr": 0.06898,
  "total_charge": -1
}

***

Entry 4:
{
  "formula": "H2NO2S",
  "method": "ωB97M-V with the def2-TZVPD basis set",
  "species": ["S", "O", "O", "N", "H", "H"],
  "positions_angstrom": [[1.5124, -0.2363, 0.1816], [2.0334, -1.5855, 0.1396], [2.2659, 0.8211, -0.6030], [-1.8418, 0.0129, -0.2503], [-2.0062, -0.0564, 0.7755], [-1.9637, 1.0442, -0.2434]],
  "forces_ev_per_angstrom": [[0.23, 3.03, -0.48], [0.43, -0.89, -0.44], [-1.15, -1.99, 1.02], [-0.14, 0.76, 0.97], [0.30, -0.70, -0.34], [0.32, -0.20, -0.72]],
  "gap_ev": [4.8, 8.6],
  "homo_ha": [-0.0590, -0.1604],
  "e_lumo_ha": [0.1188, 0.1550],
  "multiplicity": 1,
  "relative_energy_ev": 1.947,
  "total_energy_ha": -604.5818,
  "max_force_ha_per_bohr": 0.05976,
  "total_charge": -1
}

***

Entry 5:
{
  "formula": "H2NO2S",
  "method": "ωB97M-V with the def2-TZVPD basis set",
  "species": ["S", "O", "O", "N", "H", "H"],
  "positions_angstrom": [[-1.3511, -0.3218, -0.3304], [1.3781, -0.8811, -0.2255], [-2.6446, -0.9661, 0.0081], [-1.3008, 1.0717, 0.3634], [-0.4953, 1.6577, 0.2826], [1.7806, -1.5357, -0.8075]],
  "forces_ev_per_angstrom": [[-0.52, 1.64, 0.92], [-0.44, 0.27, 0.13], [1.31, 0.41, -0.21], [-1.24, -1.95, -0.35], [0.99, -0.34, -0.49], [-0.10, -0.03, 0.00]],
  "gap_ev": [6.9, 6.9],
  "homo_ha": [-0.1110, -0.1109],
  "e_lumo_ha": [0.1444, 0.1444],
  "multiplicity": 1,
  "relative_energy_ev": 1.876,
  "total_energy_ha": -604.5845,
  "max_force_ha_per_bohr": 0.04549,
  "total_charge": -1
}

***

Entry 6:
{
  "formula": "H2NO3PS3",
  "method": "ωB97M-V with the def2-TZVPD basis set",
  "species": ["S", "S", "S", "P", "O", "O", "O", "N", "H", "H"],
  "positions_angstrom": [[1.3730, -2.1424, -0.4834], [3.0745, 1.2767, 0.1113], [-1.3014, 0.1131, 0.1741], [1.5022, 0.2785, 0.0624], [-2.2636, 1.3081, 0.4574], [-1.3401, -0.1324, -1.2515], [-1.5577, -0.9165, 1.0835], [0.1302, 0.8918, 0.4598], [2.7263, -2.3551, -0.0661], [-2.3434, 1.6781, -0.5475]],
  "forces_ev_per_angstrom": [[1.93, 2.65, 1.14], [0.70, -0.14, -0.11], [1.22, 0.84, -1.99], [-0.95, -2.40, -0.15], [-0.72, 1.36, -3.51], [-0.20, -0.11, 0.63], [-0.19, -0.99, 1.22], [0.04, -0.88, -0.08], [-1.73, 0.41, -0.57], [-0.10, -0.74, 3.43]],
  "gap_ev": 8.5,
  "homo_ha": -0.3864,
  "e_lumo_ha": -0.0726,
  "multiplicity": 1,
  "relative_energy_ev": 0.823,
  "total_energy_ha": -1817.5500,
  "max_force_ha_per_bohr": 0.07458,
  "total_charge": 0
}

***

Entry 7:
{
  "formula": "H2NO3S",
  "method": "ωB97M-V with the def2-TZVPD basis set",
  "species": ["S", "O", "O", "O", "N", "H", "H"],
  "positions_angstrom": [[-0.1686, -0.2412, 0.6286], [-0.4821, 0.8764, 1.5213], [1.7398, -0.9237, 0.7915], [-1.2027, -1.3272, 0.6232], [-0.1777, 0.6476, -0.8933], [-0.5403, 0.1332, -1.6855], [0.8316, 0.8348, -0.9857]],
  "forces_ev_per_angstrom": [[2.05, -1.51, 0.63], [0.76, -1.12, -0.04], [-5.36, 2.02, -0.67], [2.09, 1.81, -0.61], [0.76, -0.60, 0.97], [0.29, -0.48, 0.10], [-0.59, -0.13, -0.39]],
  "gap_ev": 8.6,
  "homo_ha": -0.1672,
  "e_lumo_ha": 0.1475,
  "multiplicity": 1,
  "relative_energy_ev": 3.382,
  "smiles": "NS(=O)(=O)[O-]",
  "total_energy_ha": -679.8215,
  "max_force_ha_per_bohr": 0.11222,
  "total_charge": -1
}

***

Entry 8:
{
  "formula": "H2NO3S3",
  "method": "ωB97M-V with the def2-TZVPD basis set",
  "species": ["S", "S", "S", "O", "O", "O", "N", "H", "H"],
  "positions_angstrom": [[-1.1795, -0.1876, 0.2001], [1.5907, -1.0098, 0.4904], [0.9474, 1.8192, 0.0845], [-2.1199, 0.7981, 0.7466], [-0.7762, -0.1164, -1.2204], [-1.4855, -1.5899, 0.6025], [0.6703, 0.2453, 0.9324], [1.2653, 1.2698, -1.0846], [1.0874, -1.2287, -0.7515]],
  "forces_ev_per_angstrom": [[-0.02, -1.89, 0.21], [1.62, -1.48, -0.44], [0.52, -0.89, 1.13], [1.54, -0.64, -0.78], [-1.02, 0.38, 1.08], [0.79, 2.27, -0.15], [-3.59, 2.22, -0.64], [-0.03, 0.06, -0.40], [0.20, -0.04, 0.01]],
  "gap_ev": 8.3,
  "homo_ha": -0.1817,
  "e_lumo_ha": 0.1216,
  "multiplicity": 1,
  "relative_energy_ev": 0.687,
  "smiles": "O=S(=O)([O-])N(S)S",
  "total_energy_ha": -1476.2590,
  "max_force_ha_per_bohr": 0.08312,
  "total_charge": -1
}